# 1
# C3HN3O

A structure of composition C3HN3O in a non-equilibrium geometry (ωB97M-V with the def2-TZVPD basis set, OMol25).

Each line ends with the Mulliken charge.
Positions of all 8 atoms, in Å:
C1 -1.504 -0.919 0.614  -0.067
C2 -0.983 1.488 0.768  -0.076
C3 -0.515 0.114 0.651  0.736
N1 -2.360 -1.670 0.550  -0.287
N2 -1.135 2.597 0.549  -0.308
N3 0.323 -0.137 1.818  -0.047
O1 1.494 -0.384 1.861  -0.230
H1 0.088 0.109 -0.625  0.279

* Kohn-Sham gap: 8.91 eV
* HOMO: -0.3871 hartree
* E_tot: -354.24329 Eh
* energy above the lowest of the compared OMol25 structures with the same formula, charge and spin: 77.6 kcal/mol
* net charge: 0
* multiplicity: 1


# 2
# CH2NO2

A cluster of 2 separate species, CH2NO2 in total in a non-equilibrium geometry (ωB97M-V with the def2-TZVPD basis set, OMol25).

Each line ends with the Mulliken charge.
Positions of all 6 atoms, in Å:
N1 -2.066 0.429 1.164  -0.625
C1 -0.914 0.314 0.862  0.332
O1 1.895 -1.019 -1.646  -0.678
O2 0.123 0.566 0.248  -0.728
H1 2.701 -0.795 -1.166  0.288
H2 1.300 -0.393 -1.196  0.411

* Kohn-Sham gap: 7.94 eV
* HOMO: -0.1364 hartree
* E_tot: -244.59382 Eh
* energy above the lowest of the compared OMol25 structures with the same formula, charge and spin: 14.8 kcal/mol
* net charge: -1
* multiplicity: 1


# 3
# C2HNO

A cluster of 2 separate species, C2HNO in total in a non-equilibrium geometry (ωB97M-V with the def2-TZVPD basis set, OMol25).

Each line ends with the Mulliken charge.
Positions of all 5 atoms, in Å:
C1 2.291 -0.266 0.132  0.128
C2 0.688 2.276 0.058  0.175
N1 3.008 -1.072 -0.182  -0.290
O1 0.320 2.572 1.131  -0.181
H1 1.534 0.292 0.632  0.169

* Kohn-Sham gap: 13.36 eV
* HOMO: -0.4734 hartree
* E_tot: -206.75819 Eh
* energy above the lowest of the compared OMol25 structures with the same formula, charge and spin: 9.3 kcal/mol
* net charge: 0
* multiplicity: 1


# 4
# C20H24N6O4

An isolated molecule of C20H24N6O4 in a non-equilibrium geometry (ωB97M-V with the def2-TZVPD basis set, OMol25).

Each line ends with the Mulliken charge.
Positions of all 54 atoms, in Å:
C1 3.049 -3.004 -3.794  -1.091
O1 2.495 -2.641 -2.556  -0.182
C2 2.621 -3.504 -1.490  0.821
C3 3.366 -4.671 -1.556  -0.630
C4 3.516 -5.493 -0.451  -0.744
C5 2.902 -5.153 0.738  -0.749
C6 2.140 -4.004 0.809  -0.288
C7 1.979 -3.147 -0.283  0.277
N1 1.170 -2.030 -0.117  0.098
C8 0.487 -1.355 -1.194  -1.090
C9 1.225 -0.085 -1.645  -0.870
N2 1.426 0.772 -0.489  0.092
C10 0.644 1.855 -0.348  0.802
O2 -0.053 2.296 -1.241  -0.677
C11 0.689 2.585 1.016  -0.852
N3 -0.484 3.402 1.107  0.154
C12 -0.632 4.733 1.000  -0.243
N4 -1.888 5.124 1.006  -0.751
C13 -2.602 3.979 1.089  1.124
C14 -1.756 2.883 1.154  -0.188
C15 -2.228 1.539 1.233  0.437
O3 -1.548 0.527 1.310  -0.675
N5 -3.621 1.499 1.226  0.043
C16 -4.259 0.194 1.281  -1.199
C17 -4.501 2.575 1.169  0.621
O4 -5.700 2.397 1.180  -0.674
N6 -3.953 3.839 1.112  -0.024
C18 -4.809 5.002 1.042  -1.089
C19 2.166 0.095 0.550  -1.172
C20 1.371 -1.146 1.006  -0.631
H1 2.776 -2.203 -4.481  0.264
H2 2.637 -3.950 -4.161  0.408
H3 4.141 -3.078 -3.745  0.372
H4 3.860 -4.945 -2.475  0.383
H5 4.109 -6.391 -0.530  0.384
H6 3.001 -5.786 1.606  0.372
H7 1.630 -3.765 1.730  0.503
H8 0.350 -2.032 -2.033  0.542
H9 -0.497 -1.055 -0.812  0.420
H10 0.633 0.462 -2.378  0.347
H11 2.197 -0.345 -2.069  0.449
H12 1.582 3.212 1.081  0.347
H13 0.665 1.863 1.834  0.356
H14 0.197 5.410 0.932  0.405
H15 -3.473 -0.554 1.351  0.347
H16 -4.855 0.036 0.383  0.345
H17 -4.916 0.141 2.148  0.338
H18 -4.659 5.625 1.924  0.321
H19 -5.840 4.656 0.996  0.388
H20 -4.560 5.582 0.154  0.334
H21 2.381 0.756 1.386  0.537
H22 3.119 -0.234 0.118  0.395
H23 1.916 -1.654 1.800  0.593
H24 0.394 -0.820 1.379  0.200

* Kohn-Sham gap: 8.08 eV
* HOMO: -0.2745 hartree
* E_tot: -1406.08587 Eh
* energy above the lowest of the compared OMol25 structures with the same formula, charge and spin: 0.0 kcal/mol
* net charge: 0
* multiplicity: 1


# 5
# C4H4N2O

An isolated molecule of C4H4N2O in a non-equilibrium geometry (ωB97M-V with the def2-TZVPD basis set, OMol25).

Each line ends with the Mulliken charge.
Positions of all 11 atoms, in Å:
N1 2.250 -0.763 1.345  -0.388
C1 1.471 -0.545 0.518  0.199
C2 0.436 -0.090 -0.430  -0.100
O1 -0.627 -0.994 -0.581  -0.388
C3 -1.808 -0.551 0.077  -0.087
C4 -1.731 0.815 0.609  0.168
N2 -2.253 1.686 1.157  -0.413
H1 0.868 0.189 -1.402  0.294
H2 -0.024 0.861 0.054  0.172
H3 -2.657 -0.523 -0.618  0.265
H4 -2.068 -1.168 0.948  0.276

* Kohn-Sham gap: 11.63 eV
* HOMO: -0.4232 hartree
* E_tot: -339.49162 Eh
* energy above the lowest of the compared OMol25 structures with the same formula, charge and spin: 56.5 kcal/mol
* net charge: 0
* multiplicity: 1


# 6
# C5H8O

An isolated molecule of C5H8O (ωB97M-V with the def2-TZVPD basis set, OMol25).

Each line ends with the Mulliken charge.
Positions of all 14 atoms, in Å:
C1 1.654 0.149 -0.311  -1.079
C2 0.631 0.316 0.807  -0.068
C3 -0.723 0.904 0.410  -0.507
C4 -1.360 -0.160 -0.500  -0.372
O1 -0.285 -0.953 -1.070  -0.438
C5 0.901 -0.969 0.124  -0.192
H1 0.429 -0.248 -1.447  0.507
H2 2.728 0.256 -0.196  0.196
H3 0.910 0.386 1.860  0.391
H4 -0.589 1.848 -0.126  0.246
H5 -1.375 1.089 1.270  0.320
H6 -1.948 0.245 -1.327  0.265
H7 -1.978 -0.864 0.061  0.276
H8 1.005 -1.999 0.446  0.455

* Kohn-Sham gap: 8.71 eV
* HOMO: -0.2821 hartree
* E_tot: -270.38115 Eh
* energy above the lowest of the compared OMol25 structures with the same formula, charge and spin: 110.9 kcal/mol
* net charge: 0
* multiplicity: 1


# 7
# C3H8N3

A cluster of 2 separate species, C3H8N3 in total in a non-equilibrium geometry (ωB97M-V with the def2-TZVPD basis set, OMol25).

Each line ends with the Mulliken charge.
Positions of all 14 atoms, in Å:
C1 -1.287 -0.128 -0.180  0.219
C2 1.589 0.046 -0.021  0.603
C3 -2.686 0.232 0.083  -1.043
N1 -0.384 0.679 0.019  -0.340
N2 1.883 -1.125 0.397  -0.355
N3 2.295 1.050 -0.396  -0.311
H1 -1.253 -1.263 -0.259  0.245
H2 -3.023 -0.466 0.761  0.282
H3 -2.904 1.299 0.128  0.321
H4 -3.423 0.054 -0.758  0.349
H5 1.152 -1.848 0.729  0.265
H6 2.903 -1.364 0.664  0.276
H7 1.873 1.902 -0.440  0.239
H8 3.266 0.932 -0.727  0.250

* Kohn-Sham gap (alpha / beta): 8.59 / 8.58 eV
* HOMO (alpha / beta): -0.4336 / -0.5588 hartree
* E_tot: -282.92768 Eh
* energy above the lowest of the compared OMol25 structures with the same formula, charge and spin: 27.8 kcal/mol
* net charge: +1
* multiplicity: 3
* expectation value of S²: 2.02